# 1
{
  "formula": "C5H14",
  "method": "ωB97M-V/def2-TZVPD",
  "species": ["C", "C", "C", "H", "H", "H", "H", "H", "H", "H", "H", "C", "C", "H", "H", "H", "H", "H", "H"],
  "coordinates": [[1.533, -1.276, -1.534], [0.501, -1.543, -0.285], [-0.991, -1.350, -0.773], [1.063, -0.541, -2.228], [1.621, -2.373, -2.095], [2.470, -1.019, -1.123], [0.695, -2.454, 0.210], [0.703, -0.738, 0.570], [-1.394, -2.260, -1.140], [-1.707, -1.055, 0.045], [-1.037, -0.583, -1.614], [0.219, 1.888, 1.269], [-1.246, 1.751, 1.390], [0.811, 1.234, 0.702], [0.413, 2.862, 0.507], [0.803, 2.317, 2.073], [-1.391, 0.833, 1.699], [-1.548, 2.567, 2.022], [-1.517, 1.740, 0.302]],
  "nbo_charge": [-0.6038, -0.3926, -0.6194, 0.2081, 0.1967, 0.2081, 0.2003, 0.1864, 0.2054, 0.2085, 0.2010, -0.5855, -0.6149, 0.2071, 0.1649, 0.2066, 0.1964, 0.2171, 0.2095],
  "max_force_ev_per_a": 6.439,
  "e_lumo_ev": 1.14,
  "smiles": "CCC.CC",
  "e_tot_ha": -198.8081,
  "e_above_lowest_kcal_mol": 50.84
}

# 2
{
  "formula": "C2HClF2O",
  "method": "ωB97M-V/def2-TZVPD",
  "species": ["C", "C", "O", "F", "F", "Cl", "H"],
  "coordinates": [[-1.505, 0.842, -0.070], [1.281, -0.378, 0.106], [-1.586, 1.974, 0.137], [1.452, -0.878, 1.309], [1.062, -1.395, -0.823], [-2.627, -0.390, -0.291], [1.924, 0.224, -0.369]],
  "nbo_charge": [0.4230, 0.5725, -0.4559, -0.3089, -0.3644, 0.0260, 0.1077],
  "spin_multiplicity": 3,
  "max_force_ev_per_a": 4.841,
  "e_lumo_ev": [0.90, -1.28],
  "s2": 2.01,
  "e_tot_ha": -811.8184,
  "e_above_lowest_kcal_mol": 0.00
}

# 3
{
  "formula": "C6H10NO3PS",
  "method": "ωB97M-V/def2-TZVPD",
  "species": ["C", "C", "C", "C", "C", "C", "N", "O", "O", "O", "P", "S", "H", "H", "H", "H", "H", "H", "H", "H", "H", "H"],
  "coordinates": [[2.488, 0.903, -0.974], [2.335, -0.445, -0.572], [2.935, 1.222, 1.152], [2.090, -1.567, -1.477], [-0.126, 1.718, -0.169], [-3.356, 0.187, 0.765], [2.741, 1.779, -0.004], [-0.668, -1.140, 0.184], [-0.296, 1.453, 1.007], [-2.433, -0.101, 1.788], [-0.867, -0.596, 1.544], [2.761, -0.553, 1.128], [2.053, 1.199, -1.946], [2.770, -2.435, -1.144], [1.129, -2.087, -1.380], [2.210, -1.155, -2.443], [-0.607, 1.087, -1.018], [0.477, 2.600, -0.463], [3.289, 1.637, 2.053], [-4.326, 0.687, 1.180], [-3.729, -0.728, 0.328], [-2.997, 0.895, 0.032]],
  "nbo_charge": [-0.1092, -0.1517, -0.1091, -0.6653, 0.3071, -0.2538, -0.4482, -1.1294, -0.5656, -0.8351, 1.5820, 0.3740, 0.2046, 0.2283, 0.2620, 0.2270, 0.1609, 0.1664, 0.2141, 0.1835, 0.1879, 0.1698],
  "max_force_ev_per_a": 3.710,
  "e_lumo_ev": 0.01,
  "e_tot_ha": -1254.6131,
  "e_above_lowest_kcal_mol": 52.03
}

# 4
{
  "formula": "C4H9N3O",
  "method": "ωB97M-V/def2-TZVPD",
  "species": ["C", "C", "N", "C", "O", "C", "N", "N", "H", "H", "H", "H", "H", "H", "H", "H", "H"],
  "coordinates": [[-1.366, -1.540, -0.751], [-1.008, -0.673, 0.207], [-1.908, -0.102, 1.079], [0.400, -0.331, 0.383], [1.127, -1.257, 1.121], [0.997, 0.793, -0.081], [0.347, 1.754, -0.806], [2.329, 1.016, 0.182], [-2.399, -1.839, -0.890], [-0.630, -1.992, -1.410], [-1.582, 0.810, 1.408], [-2.855, -0.048, 0.714], [0.464, -1.828, 1.551], [-0.465, 1.411, -1.309], [0.970, 2.333, -1.353], [2.838, 1.315, -0.639], [2.741, 0.177, 0.593]],
  "nbo_charge": [-0.5026, 0.1225, -0.8049, 0.0606, -0.7039, 0.2930, -0.8204, -0.8144, 0.1869, 0.2114, 0.3852, 0.3722, 0.4889, 0.3915, 0.3743, 0.3605, 0.3991],
  "max_force_ev_per_a": 2.539,
  "e_lumo_ev": 0.88,
  "smiles": "C=C(N)C(O)=C(N)N",
  "e_tot_ha": -397.2874,
  "e_above_lowest_kcal_mol": 39.68
}

# 5
{
  "formula": "C2H5N2O",
  "method": "ωB97M-V/def2-TZVPD",
  "species": ["C", "C", "N", "N", "O", "H", "H", "H", "H", "H"],
  "coordinates": [[3.923, -0.084, 0.025], [2.611, 0.213, -0.096], [1.640, -0.260, 0.546], [-1.545, -0.218, 0.057], [5.035, -0.101, -0.061], [2.590, 0.680, -1.083], [0.710, 0.067, 0.238], [-1.126, -0.976, 0.699], [-2.277, -0.501, -0.650], [-1.888, 0.496, 0.600]],
  "nbo_charge": [0.9099, -0.1801, -0.2823, -1.1287, -0.1714, 0.2743, 0.4254, 0.3767, 0.4062, 0.3699],
  "max_force_ev_per_a": 4.160,
  "e_lumo_ev": -7.65,
  "charge": 1,
  "e_tot_ha": -263.5800,
  "e_above_lowest_kcal_mol": 84.27
}

# 6
{
  "formula": "C10H17N2O3",
  "method": "ωB97M-V/def2-TZVPD",
  "species": ["C", "C", "C", "C", "C", "C", "C", "C", "C", "C", "N", "N", "O", "O", "O", "H", "H", "H", "H", "H", "H", "H", "H", "H", "H", "H", "H", "H", "H", "H", "H", "H"],
  "coordinates": [[2.607, -2.272, 1.710], [-0.342, 0.951, -0.189], [2.771, 1.117, 0.693], [2.042, 1.677, -0.575], [1.384, -0.435, -1.308], [3.369, -0.221, 0.434], [-3.556, 1.207, 0.005], [-3.073, -1.091, -1.280], [-2.351, -0.743, 1.048], [-2.606, -0.002, -0.295], [2.969, -1.264, 1.172], [1.002, 0.686, -0.905], [-0.303, 1.740, 0.671], [4.333, -0.573, -0.507], [-1.202, 0.217, -0.788], [2.677, -2.809, 2.649], [3.575, 1.914, 0.806], [2.249, 1.001, 1.629], [1.763, 2.681, -0.359], [2.667, 1.546, -1.434], [2.291, -0.471, -1.891], [0.666, -1.225, -1.232], [-3.261, 1.620, 1.022], [-3.513, 2.001, -0.769], [-4.642, 0.818, 0.085], [-3.636, -0.540, -2.083], [-3.770, -1.826, -0.831], [-2.271, -1.661, -1.623], [-3.128, -1.368, 1.501], [-1.658, -1.525, 0.979], [-1.927, 0.028, 1.691], [4.875, -1.180, -0.023]],
  "nbo_charge": [0.0910, 0.9406, -0.4583, -0.2216, 0.0741, 0.2943, -0.6545, -0.6289, -0.6619, 0.2859, -0.3192, -0.3261, -0.5311, -0.6774, -0.5049, 0.2439, 0.2565, 0.2606, 0.2612, 0.2226, 0.2343, 0.2325, 0.2371, 0.2380, 0.2572, 0.2253, 0.2350, 0.2213, 0.2504, 0.2123, 0.2168, 0.4930],
  "max_force_ev_per_a": 4.329,
  "e_lumo_ev": [-4.19, -4.19],
  "charge": 1,
  "e_tot_ha": -726.0650,
  "e_above_lowest_kcal_mol": 58.67
}

# 7
{
  "formula": "C2H4ClNO2",
  "method": "ωB97M-V/def2-TZVPD",
  "species": ["C", "C", "N", "O", "O", "Cl", "H", "H", "H", "H"],
  "coordinates": [[-1.503, -0.349, -0.442], [0.912, -0.335, 0.694], [1.116, 0.910, 0.023], [1.748, 0.904, -1.028], [0.570, 1.820, 0.593], [1.536, -1.768, 0.093], [-2.157, 0.157, 0.244], [-1.206, -1.278, -0.323], [-1.491, 0.142, -1.465], [0.475, -0.204, 1.612]],
  "nbo_charge": [-0.4426, -0.0920, 0.4572, -0.3901, -0.3825, 0.1112, 0.1790, 0.1545, 0.1888, 0.2164],
  "max_force_ev_per_a": 5.536,
  "e_lumo_ev": [-0.46, -1.74],
  "e_tot_ha": -743.7875,
  "e_above_lowest_kcal_mol": 155.28
}

# 8
{
  "formula": "C23H38BBr2IO6S3",
  "method": "ωB97M-V/def2-TZVPD",
  "species": ["C", "C", "C", "C", "C", "C", "B", "I", "C", "Br", "C", "C", "Br", "C", "C", "H", "H", "H", "H", "H", "H", "H", "H", "H", "H", "H", "H", "H", "H", "O", "S", "O", "C", "C", "C", "C", "H", "H", "H", "H", "H", "H", "H", "H", "O", "S", "O", "C", "C", "C", "C", "H", "H", "H", "H", "H", "H", "H", "H", "O", "S", "O", "C", "C", "C", "C", "H", "H", "H", "H", "H", "H", "H", "H"],
  "coordinates": [[7.418, 2.465, 2.508], [5.994, 1.817, 2.663], [5.132, 1.518, 1.517], [3.825, 0.923, 1.769], [3.422, 0.650, 3.143], [1.998, 0.049, 3.478], [1.120, 1.332, 3.922], [0.583, 1.785, 5.974], [0.667, 2.320, 2.724], [0.383, 4.209, 3.315], [-0.659, 1.888, 1.979], [-1.845, 1.448, 2.917], [-0.246, 0.535, 0.565], [4.271, 0.942, 4.314], [5.581, 1.515, 4.045], [7.490, 3.477, 2.977], [8.144, 1.761, 2.995], [7.671, 2.546, 1.415], [5.454, 1.762, 0.474], [3.083, 0.649, 0.976], [2.057, -0.709, 4.308], [1.538, -0.450, 2.587], [1.500, 2.382, 1.969], [-1.000, 2.792, 1.404], [-1.751, 1.790, 3.979], [-1.949, 0.329, 2.905], [-2.783, 1.957, 2.510], [3.877, 0.716, 5.337], [6.249, 1.714, 4.911], [1.747, 2.155, -3.531], [1.645, 0.718, -3.447], [2.589, -0.075, -2.695], [-0.011, 0.296, -2.928], [-0.799, 0.189, -4.228], [0.111, -0.566, -5.203], [1.505, 0.056, -5.107], [-0.394, 1.060, -2.255], [0.037, -0.667, -2.416], [-1.749, -0.325, -4.079], [-1.012, 1.188, -4.619], [0.158, -1.619, -4.917], [-0.270, -0.522, -6.226], [2.288, -0.684, -5.268], [1.625, 0.882, -5.809], [-6.710, 0.410, 3.473], [-5.973, 1.648, 3.515], [-5.001, 2.000, 2.505], [-7.134, 2.993, 3.698], [-7.303, 3.142, 5.206], [-5.895, 3.019, 5.797], [-5.223, 1.812, 5.135], [-8.062, 2.753, 3.182], [-6.681, 3.885, 3.263], [-7.769, 4.093, 5.464], [-7.937, 2.339, 5.592], [-5.326, 3.926, 5.573], [-5.920, 2.908, 6.882], [-4.150, 1.960, 5.021], [-5.415, 0.893, 5.689], [1.258, -3.400, -5.135], [1.291, -4.282, -6.279], [1.908, -3.898, -7.524], [1.959, -5.855, -5.761], [0.741, -6.646, -5.295], [-0.353, -6.376, -6.333], [-0.373, -4.867, -6.597], [2.699, -5.704, -4.978], [2.422, -6.322, -6.632], [0.965, -7.710, -5.209], [0.416, -6.288, -4.314], [-0.116, -6.909, -7.258], [-1.328, -6.728, -5.993], [-0.642, -4.642, -7.628], [-1.048, -4.350, -5.915]],
  "mulliken_charge": [-1.2200, 0.9446, -0.8277, -0.4757, 0.6577, -0.7227, 0.1020, -0.0954, -0.4857, -0.1369, -0.2755, -0.6395, -0.1150, -0.5949, -0.5546, 0.2839, 0.3126, 0.3052, 0.3089, 0.4452, 0.3655, 0.2774, 0.4392, 0.5363, -0.0406, 0.3731, 0.3221, 0.3023, 0.3119, -0.6783, 1.2232, -0.6683, -0.5542, -0.8690, -0.2352, -0.7209, 0.3579, 0.3002, 0.3612, 0.3300, 0.0198, 0.4126, 0.3351, 0.3696, -0.6663, 1.1277, -0.6551, -0.7147, -0.5871, -0.7103, -0.2215, 0.3870, 0.3463, 0.3431, 0.3004, 0.3096, 0.3361, -0.0202, 0.3922, -0.6546, 1.1769, -0.7231, -0.7608, -0.5453, -0.6294, -0.6413, 0.3889, 0.3505, 0.3467, 0.2890, 0.2912, 0.3222, 0.4059, 0.3285],
  "max_force_ev_per_a": 3.011,
  "e_lumo_ev": 0.03,
  "smiles": "Cc1ccc(CB(I)[C@H](Br)[C@H](C)Br)cc1.O=S1(=O)CCCC1.O=S1(=O)CCCC1.O=S1(=O)CCCC1",
  "e_tot_ha": -8015.7246
}